Entry 1:
C5H5NO | ωB97M-V/def2-TZVPD

XYZ file:
```
12
Properties=species:S:1:pos:R:3:forces:R:3:lowdin_charge:R:1
C 0.759 1.984 -1.262 0.3272 -1.0382 1.5337 0.1369
C -1.114 -1.121 -0.725 -2.1965 -1.9873 -0.1128 -0.3233
H -0.945 0.590 1.554 1.9352 -1.9275 -0.6728 0.1720
C -0.112 -0.242 1.390 -2.2814 -0.6323 2.4079 -0.0810
H 0.677 2.759 -1.917 -0.2108 1.5478 -1.3922 0.0032
H -0.848 -1.178 -1.833 -0.2501 0.4985 1.2224 0.1547
H 1.952 -0.519 0.560 -0.9305 0.5321 -0.0805 0.1537
C 0.942 -0.073 0.402 1.4055 0.9137 -1.2999 -0.2798
N -0.113 -1.052 0.168 1.9199 1.5004 1.3354 -0.0163
H 0.100 -0.872 2.315 -0.3038 1.1341 -1.2314 0.1304
C 0.907 1.181 -0.385 -0.0036 -1.5103 -0.1309 -0.0681
O -2.206 -1.457 -0.267 0.5888 0.9688 -1.5790 0.0176
```
Positions in Å, forces in eV/Å.

The calculation puts the energy above the lowest of the compared OMol25 structures with the same formula, charge and spin at 3.749 eV. The spin multiplicity is 1. Its net charge is 0. The calculation puts the maximum force at 3.38 eV/A. Its orbital gap is 10.7 eV. As for the structure (SMILES): C#C[C@H]1CN1C=O. The molecular weight is 95.10 Da.


Entry 2:
C29H54IrP2Si | ωB97M-V/def2-TZVPD

XYZ file:
```
87
Properties=species:S:1:pos:R:3:forces:R:3:lowdin_spin:R:1
H 1.958 1.571 4.855 0.0693 -0.2468 0.1134 -0.0001
H -1.975 3.533 -2.002 -0.3076 0.0158 0.2117 0.0133
C -2.360 1.791 -0.806 -1.2377 0.6598 -2.3377 0.4095
H 1.395 -1.319 -4.578 -0.1758 -0.1019 0.0564 0.0011
H 0.047 -2.830 -2.774 0.2643 0.1154 0.2552 0.0024
H 3.101 4.084 0.023 0.0998 -0.0135 0.2056 0.0193
C -1.914 -0.404 -0.010 -2.3300 1.5656 -0.0969 0.3219
H 1.378 4.232 -0.408 0.1652 -0.0404 0.0733 0.0000
Si 0.621 -0.439 4.173 -0.4847 0.4547 1.8793 0.0241
H 3.891 1.021 -0.085 -0.1035 0.2000 0.1814 0.0000
H -3.991 -2.163 -0.541 -0.1247 -0.0096 -0.2781 0.0103
H 3.018 -3.882 -0.630 0.0955 0.2055 0.0333 0.0053
H -3.661 2.087 -3.306 -0.0775 -0.1714 0.2350 0.0071
H -1.375 -1.176 1.886 -0.3347 -0.2968 0.0335 0.0034
H -1.929 0.528 -4.099 0.5714 0.0264 0.1081 0.0024
H 1.321 -2.831 4.467 -0.0754 -0.0800 0.2593 -0.0002
H 4.120 1.893 1.449 -0.0685 0.0070 0.0137 0.0108
C 0.554 -2.183 4.903 0.2048 -0.0899 -0.7498 0.0111
C 3.431 1.265 0.880 0.0144 -0.3597 -0.0137 0.0432
C 1.504 0.316 -1.750 1.7792 2.4039 -1.2130 0.1287
H -0.405 0.065 -4.836 -0.1576 -0.0422 0.2587 0.0006
H 0.573 1.898 -3.950 0.1175 -0.0911 0.4286 0.0059
C 0.295 -1.770 -2.795 -1.3867 0.3637 -1.6760 0.0389
H -0.943 1.467 4.796 -0.0694 -0.2402 0.0779 -0.0001
C -1.694 1.666 1.630 -0.1894 0.0351 0.6390 0.0895
H 2.338 -2.383 2.136 -0.2775 -0.4437 0.0020 0.0010
H -0.966 -3.110 -0.962 0.2991 -0.4415 0.2537 0.0192
H 2.787 -2.599 -1.837 -0.0767 -0.0705 0.3206 0.0004
H -4.410 0.465 -3.249 -0.0471 0.1993 -0.0269 0.0025
H 3.299 -0.412 -2.654 -0.3434 0.0059 -0.1455 0.0016
C 1.612 -3.089 1.705 -0.0204 0.2324 0.2663 0.0137
C 2.060 0.484 4.960 0.0907 -0.1620 -0.5139 0.0036
C -1.845 1.092 0.290 1.0515 -1.8958 1.3459 0.5152
H -1.856 -0.055 4.614 0.1629 0.1469 0.1268 0.0001
C -0.178 1.519 -3.238 -0.9289 0.0104 -1.3186 0.0307
H 2.999 0.172 4.492 0.1120 0.1257 0.2310 -0.0001
C 1.454 2.830 2.291 -0.4248 -0.1727 0.0189 0.0683
H -1.055 1.002 2.227 -0.4293 0.4865 0.0318 0.0063
H -3.124 -1.038 1.627 -0.0176 -0.0174 -0.0714 0.0174
P 1.839 2.127 0.678 1.2761 0.2956 0.7687 0.4883
C -2.171 -1.304 1.154 0.1324 -0.3135 0.2489 0.0583
C -0.913 0.382 4.971 0.0718 0.0408 -0.9841 0.0013
H 0.677 3.597 2.173 0.3581 -0.1322 0.1973 0.0005
H 0.389 2.075 -1.229 -0.5531 -0.7909 -0.1162 0.0273
H 2.178 0.621 -0.966 0.0101 -0.2716 0.0742 0.0144
H -2.232 -2.345 0.835 -0.0045 -0.0326 0.2035 0.0032
C 2.785 -2.820 -0.772 -0.1156 -0.1373 -0.0521 0.0188
H 2.091 0.236 6.030 0.0085 0.0654 -0.3117 0.0003
H 1.080 2.012 2.917 0.1492 0.5104 -0.0616 0.0042
C 1.578 -1.434 -3.506 0.6042 -0.3640 -0.4163 0.0121
H -1.793 -1.531 -3.094 0.2255 0.3577 0.2906 0.0083
Ir -0.083 -0.703 -1.036 0.8531 -0.9793 2.6545 0.5832
C 0.385 1.203 -1.914 1.4025 0.6396 0.7647 0.1602
C -2.958 -0.414 -1.106 0.3014 -1.2088 0.8630 0.4398
C -0.163 -3.658 -0.440 0.2732 -0.4031 -0.2602 0.0759
C 2.264 -0.190 -2.958 0.2508 -0.0205 -0.1001 0.0257
C -3.124 0.877 -1.599 0.2819 1.9816 -0.0223 0.3131
C -3.746 -1.615 -1.460 -0.4725 0.0910 0.1166 0.0619
H 2.448 3.247 -1.403 0.0511 -0.0384 0.2535 0.0014
H 3.567 -2.208 -0.299 -0.2857 -0.2024 0.0243 0.0002
H -0.426 -2.652 4.750 0.1761 0.0793 -0.0102 0.0000
H -0.924 2.315 -3.185 0.2055 -0.0527 0.2320 0.0032
H -1.252 2.678 1.615 -0.2640 -0.3635 0.0093 0.0097
H -1.594 3.723 -0.289 -0.3296 -0.0822 -0.1431 0.0002
H 0.266 -4.410 -1.120 -0.2861 0.0555 0.2424 0.0091
H -3.219 -2.317 -2.122 -0.0327 0.0461 0.1510 0.0226
H 0.701 -3.138 2.314 0.3680 0.0284 -0.0460 0.0013
C -0.875 -0.946 -3.007 0.5743 -1.0136 -0.4399 0.0582
H 2.341 0.579 -3.746 -0.0636 -0.1211 0.3865 0.0046
H -0.851 0.214 6.054 0.1187 -0.0334 -0.2522 0.0000
H -4.972 1.753 -2.162 0.1537 -0.0785 -0.1679 0.0153
H -4.680 -1.328 -1.962 0.2228 -0.2453 0.1569 0.0024
H 2.063 -4.091 1.605 -0.2310 0.3242 0.0055 0.0030
C -2.311 3.266 -0.988 0.2137 0.0543 0.0141 0.0538
C 2.237 3.553 -0.372 -0.6370 0.0001 -0.6815 0.0814
H 2.386 3.242 2.699 -0.2550 0.0740 -0.0089 0.0148
H 0.729 -2.119 5.986 -0.0284 0.1437 -0.3176 0.0011
P 1.181 -2.494 0.051 0.0158 -0.7046 -1.0811 0.1490
C -4.084 1.315 -2.646 -0.0326 -0.1679 -0.0619 0.0371
H -2.689 1.750 2.122 0.4396 0.0644 0.0038 0.0347
H 2.259 -2.278 -3.423 -0.0964 -0.0502 -0.3006 0.0006
C 0.730 -0.294 2.286 0.1245 -0.9814 -4.1469 0.2170
H -0.582 -4.130 0.448 0.1000 -0.1022 -0.0370 0.0027
H 3.231 0.329 1.408 0.1962 0.2200 0.0342 0.0004
C 0.711 -0.422 0.994 -0.7601 1.7432 3.8749 0.1179
H -3.302 3.718 -0.822 0.2871 0.0155 -0.0738 0.0195
C -0.872 0.300 -3.864 -0.4068 -0.2127 -0.6957 0.0134
```
Positions in Å, forces in eV/Å.

The calculation puts the energy above the lowest of the compared OMol25 structures with the same formula, charge and spin at 0.577 eV. The spin multiplicity is 6. Its net charge is +2. The calculation puts the maximum force at 4.32 eV/A. Its orbital gap (spin up / spin down) is 5.0 / 6.1 eV. The molecular weight is 685.00 Da.


Entry 3:
C31H46P2Sn | ωB97M-V/def2-TZVPD

XYZ file:
```
80
Properties=species:S:1:pos:R:3:forces:R:3:lowdin_charge:R:1
C -1.361 2.829 -1.578 -0.3478 0.3101 0.6106 -0.1577
H -2.742 2.848 -5.948 -0.1583 -0.1819 -0.2630 0.0427
H -3.145 2.065 -2.589 0.3247 -0.3268 0.8591 -0.0111
C 1.949 -0.212 1.961 0.0719 -0.9356 0.3718 -0.1198
C -1.513 -0.840 3.238 -0.0963 0.0443 -0.2047 0.0116
C -0.125 1.040 -2.869 0.3676 -0.6747 0.2973 -0.1403
H -6.573 1.459 -5.474 0.3405 -0.4244 0.0491 0.0591
H -0.895 0.097 -4.584 -0.1830 0.1606 0.3366 0.1334
H 3.009 2.142 1.046 -0.1827 0.1891 0.1141 0.0856
P -4.429 2.022 -4.416 -0.7798 -0.0524 -1.1900 0.8028
H 3.902 0.193 1.205 -0.2010 -0.3292 -0.1112 0.0989
H -8.567 1.168 -4.235 0.1248 0.0775 0.3638 0.0458
H -1.961 1.334 -3.961 0.2986 -0.3321 0.2830 0.0528
H 0.838 0.565 -3.110 -0.2801 0.3336 0.2056 0.1203
H -3.033 -0.760 -3.641 0.2492 0.0190 0.4273 0.1198
H -3.415 2.754 -1.007 0.2575 -0.2664 -0.1053 0.1336
C 2.221 2.355 1.778 0.3294 0.4073 0.0677 -0.0166
P -6.518 0.096 -3.395 -0.7035 -0.0066 -0.9705 0.7677
C 2.833 -3.855 -1.295 0.9874 -0.9455 0.0090 -0.2644
C -5.319 3.637 -4.457 0.2845 -0.0460 0.0800 -0.2750
H 1.928 -2.908 2.821 -0.2378 -0.1187 -0.0243 0.1053
C -2.725 2.087 -1.556 -0.4169 0.8755 -0.2598 -0.2154
H 5.546 -6.638 -1.448 -0.2494 0.2468 -0.0132 0.1179
C 1.002 -2.577 2.334 0.1705 -0.5618 0.1654 -0.0229
H -1.163 3.253 -0.581 -0.0355 -0.0390 -0.2473 0.1100
C 4.779 -5.862 -1.422 -0.2587 0.2788 -0.0231 -0.0438
H 1.524 -5.359 -0.470 0.4420 -0.0559 -0.1153 0.1223
C 1.891 -2.828 -1.118 -1.9260 1.6278 -0.2810 -0.1328
H -0.356 3.132 2.470 -0.1064 -0.3326 0.2331 0.0933
C -2.531 -0.456 -1.555 -0.7281 1.1034 0.0437 -0.2634
C -0.153 2.055 -1.981 0.2878 -0.3187 0.0328 -0.1472
H 4.298 -2.558 -2.210 0.0532 -0.4584 0.1279 0.1217
H 1.554 3.126 1.370 0.2332 -0.1591 0.0639 0.0855
H -5.378 0.094 -5.574 -0.2024 0.3320 0.2601 0.0490
H -1.513 3.704 -2.239 0.2658 -0.3235 0.1815 0.1429
H 0.786 2.390 -1.518 -0.2438 -0.1720 -0.3186 0.1151
Sn -0.318 -0.480 -0.346 0.2209 0.9170 0.4520 1.4255
C -8.051 1.135 -3.264 0.2884 -0.1463 0.3711 -0.3163
H 3.734 -1.350 2.058 -0.2426 -0.0775 -0.1758 0.1324
H -7.798 2.147 -2.918 -0.2370 -0.2548 -0.0828 0.0216
H -6.555 -1.937 -4.732 -0.3250 0.0199 0.0853 0.0319
C 5.072 -4.573 -1.901 -0.1549 -0.0891 0.0575 -0.0550
H -5.767 3.779 -5.453 0.0564 0.0957 0.4122 0.0507
H 3.260 -7.166 -0.557 0.1792 0.4342 -0.2095 0.1192
C -2.799 0.751 -0.928 0.0074 -1.6441 -0.6910 -0.1382
H 2.705 2.775 2.672 -0.0442 -0.0121 -0.2757 0.1123
H 1.046 -2.930 1.291 -0.0982 -0.0159 0.4557 0.0566
H 0.156 -3.036 2.859 0.3061 -0.0110 -0.1996 0.0946
H -4.570 4.420 -4.264 -0.4077 -0.0499 -0.0937 0.0400
C 0.919 -1.102 2.393 -2.2927 0.4106 0.9770 -0.2748
H -7.907 -1.875 -3.552 0.0431 -0.0450 -0.3723 0.0371
C 1.476 1.123 2.122 -2.7371 1.4676 0.9903 -0.1995
H 6.061 -4.339 -2.312 -0.4394 -0.1858 0.1808 0.1187
C 0.155 1.059 2.645 3.6279 4.0058 -1.7902 -0.1583
H -1.718 -1.828 2.799 0.0980 0.3086 0.2070 0.1001
H -2.802 -1.399 -1.045 0.0565 0.4779 -0.0292 0.1151
H -6.089 3.671 -3.672 0.2472 0.0719 -0.3074 0.0314
C 3.502 -6.160 -0.917 0.0520 0.1414 -0.0912 -0.0539
H -1.761 2.027 2.564 0.3346 0.0036 0.2035 0.0969
H 3.053 -1.199 0.417 -0.0246 0.1170 0.4192 0.0928
H -0.808 2.388 4.018 -0.0160 -0.1156 -0.2013 0.1291
C 4.102 -3.574 -1.848 -0.1332 -0.0140 0.1971 -0.0250
H -3.126 0.718 0.120 0.1367 -0.1381 -0.3073 0.1144
C -5.801 0.884 -4.926 0.2778 0.2434 0.3887 -0.5902
C -2.133 -0.622 -3.009 0.1042 -0.2307 -0.2267 -0.1882
C -1.299 0.511 -3.643 -0.0899 0.1525 -0.9708 -0.1942
H -1.566 -1.563 -3.096 -0.1677 0.2171 -0.0102 0.1145
H -3.143 1.131 -6.279 -0.0796 0.3183 -0.0323 0.0385
C 2.528 -5.164 -0.861 0.1100 0.2104 0.0875 -0.0225
H -8.690 0.645 -2.515 0.0202 0.3333 -0.2219 0.0397
C -3.560 2.118 -6.034 0.0350 0.2303 0.1063 -0.2944
C 3.227 -0.658 1.366 0.1721 0.8380 0.4350 0.0482
H -2.337 -0.153 2.988 0.2996 -0.2210 0.1776 0.0960
C -7.334 -1.301 -4.292 0.1287 -0.0807 0.4227 -0.3270
C 1.032 -1.945 -1.000 0.8781 -1.0890 -0.6507 -0.2118
C -0.201 -0.317 2.797 1.4542 -5.4332 -0.6588 -0.1858
H -4.276 2.434 -6.807 0.3830 -0.1204 0.0658 0.0512
C -0.736 2.208 2.931 0.0433 0.1581 -0.2299 0.0190
H -1.508 -0.972 4.333 -0.0212 0.0925 -0.1148 0.1331
H -8.000 -0.910 -5.074 0.1996 -0.2358 0.1946 0.0477
```
Positions in Å, forces in eV/Å.

The calculation puts the energy above the lowest of the compared OMol25 structures with the same formula, charge and spin at 0.000 eV. The spin multiplicity is 1. Its net charge is +2. The calculation puts the maximum force at 5.69 eV/A. Its orbital gap (spin up / spin down) is 3.5 / 3.4 eV. The molecular weight is 599.37 Da.


What is the net charge in the first record? 0


Which formula does entry 3 have? C31H46P2Sn


Look up the net charge of the second one. +2


Among the records above, which one has the highest molecular weight? C29H54IrP2Si